87
Properties=species:S:1:pos:R:3:forces:R:3:lowdin_charge:R:1 method="wB97M-V/def2-TZVPD" total_charge=-2 homo_ev=-0.963 max_force_ev_per_a=0.90 orbital_gap_ev=5.3 de_lowest_ev=0.479 e_tot_ev=-167178.3927
Pd 1.35764 -0.51620 0.23799 -0.3490 0.7598 0.3392 0.05
C 1.51022 -0.38637 4.13218 -0.0454 0.0652 -0.0355 -0.31
P 1.62523 -1.11277 2.42416 0.2138 -0.2634 0.2028 0.79
C 3.17704 -2.06199 2.73772 -0.0275 0.0665 -0.0734 -0.27
C 0.43133 -2.53565 2.56887 -0.0065 -0.0566 -0.0578 -0.37
C -0.14372 -2.91936 3.78107 0.0020 -0.0163 -0.0462 -0.12
C -1.03131 -3.98431 3.85771 -0.0090 -0.0325 -0.0552 -0.11
C -1.33710 -4.70764 2.71329 0.0078 0.0159 0.0903 -0.11
C -0.76025 -4.34756 1.50467 0.0770 0.0482 -0.0915 -0.11
C 0.10938 -3.26250 1.40155 -0.0607 0.1292 0.1197 -0.36
P 0.83919 -2.67553 -0.20625 0.0820 -0.4983 -0.2123 0.83
C 2.07231 -4.00268 -0.48994 0.0093 -0.0669 0.0638 -0.27
C -0.36483 -3.26568 -1.46433 -0.0517 0.1346 0.0360 -0.27
H 1.75773 -1.09125 4.93229 0.0130 -0.0054 -0.0122 0.02
H 0.52668 0.04770 4.31810 -0.0050 -0.0141 -0.0028 0.01
H 2.24318 0.42301 4.14663 0.0013 -0.0079 0.0248 0.03
H 3.04296 -2.76898 3.56172 0.0055 0.0003 0.0157 0.04
H 3.97223 -1.35039 2.95790 0.0045 -0.0025 0.0240 0.03
H 3.49248 -2.57017 1.82605 -0.0558 -0.0017 0.0146 0.01
H 0.08312 -2.36610 4.68371 0.0043 -0.0051 0.0028 0.08
H -1.48352 -4.24602 4.80797 0.0014 0.0004 0.0058 0.09
H -2.02485 -5.54457 2.75995 -0.0067 0.0007 0.0015 0.09
H -1.00520 -4.91690 0.61552 -0.0115 0.0054 -0.0050 0.09
H 1.57251 -4.96748 -0.62750 -0.0173 0.0031 0.0232 0.03
H 2.78099 -4.06659 0.33247 0.0038 0.0440 0.0031 0.03
H 2.62885 -3.71266 -1.37873 0.0119 -0.0558 -0.0305 0.02
H -0.64428 -4.31768 -1.36422 0.0354 -0.0157 0.0228 0.02
H 0.15443 -3.12427 -2.41503 -0.0093 0.0196 0.0192 0.03
H -1.25546 -2.64101 -1.47429 -0.0214 -0.0257 -0.0019 0.01
O 2.46471 -1.89900 -2.91656 -0.0490 -0.0675 0.0965 -0.33
S 1.99140 -0.56215 -3.17012 0.1070 0.0448 -0.2057 0.45
O 2.27002 -0.06085 -4.50761 0.0231 0.0565 -0.0638 -0.35
O 0.56046 -0.38707 -2.82793 0.2920 -0.1712 -0.0303 -0.52
C 2.78555 0.63740 -2.06181 -0.0264 -0.1196 0.1346 -0.23
C 2.54474 1.93957 -2.51662 -0.0114 -0.1424 0.1081 -0.10
C 2.87680 3.04964 -1.77195 -0.0103 0.0688 -0.0540 -0.12
C 3.39213 2.87481 -0.49783 0.0046 0.0127 0.0275 -0.11
C 3.69000 1.60108 -0.06174 -0.0873 -0.1607 0.0956 -0.10
C 3.47616 0.44183 -0.84054 0.0701 0.5295 -0.2618 -0.28
S 4.73136 -0.82202 -0.41009 0.2644 -0.4837 -0.2168 0.42
O 5.08057 -0.48998 0.96761 0.0253 -0.0029 0.1371 -0.39
O 5.78346 -0.48209 -1.35984 -0.1517 0.0074 0.0049 -0.35
O 4.20609 -2.16574 -0.55547 -0.0012 0.2014 0.0868 -0.37
H 2.10568 2.05311 -3.49527 -0.0115 -0.0148 -0.0206 0.09
H 2.70649 4.03986 -2.17965 0.0121 -0.0094 0.0184 0.10
H 3.61484 3.72317 0.14047 -0.0117 0.0120 -0.0156 0.10
H 4.19405 1.45822 0.88262 0.0021 -0.0170 -0.0084 0.09
C -2.83409 4.14899 -0.36367 -0.1517 -0.0146 -0.0696 -0.23
Si -1.14913 3.36782 -0.00751 -0.0578 -0.1188 0.0786 0.26
C 0.04342 4.53861 -0.83294 0.0990 0.1006 -0.0815 -0.22
C -0.86036 3.54365 1.83678 0.0567 -0.0187 0.1831 -0.24
As -0.73023 1.08231 -0.44656 0.2998 -0.0798 -0.3561 0.85
Si -2.50816 0.32276 0.89563 0.1048 0.0026 0.0162 0.26
C -4.08896 1.33485 1.02368 -0.1404 0.1307 -0.0628 -0.23
C -1.86987 0.24057 2.65841 0.0350 0.0115 0.1022 -0.22
C -3.04578 -1.38684 0.38449 -0.0509 -0.1542 -0.0716 -0.21
Si -1.44572 0.84415 -2.73436 -0.5603 0.2742 -0.0440 0.29
C -2.07566 -0.80334 -3.37798 -0.0496 -0.0765 -0.0812 -0.20
C -0.56959 1.95466 -3.97092 0.0803 -0.0405 -0.0176 -0.19
C -3.16309 1.73469 -2.74430 0.0032 0.0137 0.1010 -0.26
H -3.07827 4.83414 0.45499 -0.0046 0.0099 -0.0028 0.03
H -3.64784 3.43703 -0.47384 0.0059 0.0693 0.0179 -0.01
H -2.77547 4.73522 -1.28369 -0.0188 -0.0013 -0.0136 0.02
H -0.21515 5.55517 -0.51610 0.0011 0.0097 -0.0114 0.03
H -0.02476 4.49346 -1.92145 0.0413 0.0014 -0.0066 0.02
H 1.06826 4.32781 -0.54119 0.0479 0.0100 -0.0055 0.00
H -0.80302 4.59984 2.11795 0.0008 0.0084 -0.0086 0.02
H 0.07973 3.05639 2.10979 -0.0229 0.0197 0.0421 0.03
H -1.66261 3.08112 2.41581 0.0167 0.0024 0.0343 0.01
H -3.90577 2.31784 1.46162 -0.0370 -0.0023 -0.0129 0.01
H -4.76009 0.79014 1.69591 -0.0100 -0.0139 0.0077 0.02
H -4.59923 1.46802 0.06824 -0.0099 0.0194 0.0394 0.01
H -0.96193 0.83007 2.77756 0.0196 -0.0030 0.0170 -0.01
H -1.62852 -0.79114 2.91552 0.0280 -0.0274 0.0340 0.01
H -2.62391 0.60767 3.36177 0.0063 -0.0086 0.0143 0.03
H -3.37648 -1.41513 -0.65462 -0.0137 -0.0326 -0.0047 0.01
H -3.87675 -1.71310 1.01802 0.0086 -0.0116 0.0191 0.03
H -2.22649 -2.09514 0.50953 -0.0006 -0.0264 -0.0196 0.00
H -1.31468 -1.56234 -3.51287 0.0018 0.0102 0.0302 0.01
H -2.52781 -0.57570 -4.35053 -0.0028 -0.0109 -0.0120 0.03
H -2.87916 -1.18212 -2.74154 -0.0040 -0.0176 -0.0134 0.01
H 0.16034 1.40866 -4.56820 0.0023 0.0059 0.0108 0.02
H -0.04347 2.74992 -3.43943 0.0051 0.0396 -0.0187 0.00
H -1.31809 2.42223 -4.61729 0.0046 -0.0059 -0.0192 0.02
H -3.85238 1.34222 -1.99041 -0.0035 -0.0028 -0.0139 0.00
H -3.63085 1.58417 -3.72516 0.0256 -0.0190 -0.0115 0.02
H -3.07990 2.81252 -2.58997 0.0078 -0.0218 -0.0071 -0.01